# 1
{"formula": "C49H56NO2P4RuS4", "method": "the ωB97M-V functional and the def2-TZVPD basis", "symbols": ["Ru", "S", "S", "S", "S", "P", "P", "P", "P", "O", "O", "N", "C", "C", "C", "C", "C", "C", "C", "C", "C", "C", "C", "C", "C", "C", "C", "C", "C", "C", "C", "C", "C", "C", "C", "C", "C", "C", "C", "C", "C", "C", "C", "C", "C", "C", "C", "C", "C", "C", "C", "C", "C", "C", "C", "C", "C", "C", "C", "C", "C", "H", "H", "H", "H", "H", "H", "H", "H", "H", "H", "H", "H", "H", "H", "H", "H", "H", "H", "H", "H", "H", "H", "H", "H", "H", "H", "H", "H", "H", "H", "H", "H", "H", "H", "H", "H", "H", "H", "H", "H", "H", "H", "H", "H", "H", "H", "H", "H", "H", "H", "H", "H", "H", "H", "H", "H"], "positions_angstrom": [[0.967496, -0.938228, -0.254459], [3.524776, 2.652560, 1.620358], [1.627236, 2.626069, 2.421755], [2.267304, -0.368501, 1.730377], [-3.134207, -4.653819, 4.891786], [3.242047, -0.915997, -1.135343], [0.513216, -0.221076, -2.395606], [0.397333, -2.998778, 0.622910], [-1.024611, -0.716639, 1.057499], [-0.124657, 4.156327, -0.318641], [-2.085587, 5.092066, 0.208312], [-0.984793, -2.479166, 1.481102], [4.469452, -2.201215, -0.630147], [1.868028, -0.613692, -3.511537], [-1.654151, 6.501753, -2.646816], [-0.632534, 7.106258, -1.714186], [2.518125, -4.779977, 1.159959], [1.786064, 10.075894, -1.479205], [-0.919398, 5.084501, -0.145807], [-2.115657, 0.909092, 4.558708], [1.683552, -0.572799, -4.865666], [4.056582, -1.554469, -3.807571], [1.627693, -3.814626, 1.615229], [0.551607, 7.030789, 0.417090], [-1.292563, 0.521035, 2.306164], [2.462957, 1.328927, 1.767935], [3.909864, -1.387538, -5.157632], [0.090816, -4.177408, -0.644788], [-5.094761, -0.738100, -0.929357], [1.024165, 8.820265, -1.185075], [0.135423, 1.577907, -2.776632], [-0.145345, -5.901398, -2.811512], [-3.208143, -2.928303, 2.612390], [-1.695279, -3.150221, 2.564843], [-0.349362, 6.493208, -0.522500], [-0.903437, -1.185944, -3.283178], [0.720932, 6.445971, 1.835359], [-3.890322, -5.913428, 3.831567], [3.083458, -1.072279, -2.931675], [4.268320, 0.621231, -0.930600], [1.042622, -4.079792, -1.746149], [-3.623925, -3.090881, 4.086234], [-1.450573, 1.882623, 1.995133], [1.246742, 8.165692, 0.035055], [2.683694, -0.936761, -5.717756], [-1.483642, 0.060055, 3.621870], [0.143535, 8.246341, -2.064074], [3.524021, -5.239931, 2.041975], [-4.404583, 0.456960, -0.720823], [-3.104660, 0.508262, -0.177011], [0.957238, -5.009460, -2.740797], [-3.077423, -1.946160, -0.377461], [2.594934, -3.950315, 3.833940], [3.583343, -4.803376, 3.369218], [1.705986, -3.354887, 2.962304], [-2.468229, -0.702387, 0.018844], [-4.389161, -1.944450, -0.811561], [-1.055746, -6.007799, -1.761669], [-2.266393, 2.239208, 4.261819], [-1.894986, 2.783272, 3.007119], [-0.981710, -5.088707, -0.712574], [-1.862357, -6.721763, -1.717987], [-3.422515, -1.938363, 2.277076], [-1.329150, -0.989857, 3.806447], [2.454336, -5.297770, 0.176591], [0.991779, -2.632740, 3.362842], [-1.311572, -2.745021, 3.557065], [-4.164555, -6.745630, 4.445651], [-4.696781, -2.864355, 4.216932], [-2.689667, 6.713274, -2.304717], [0.195847, 2.257190, -1.889327], [0.026736, 8.755317, -3.010978], [-2.176164, 3.821509, 2.851618], [-4.826445, -5.605453, 3.325376], [2.457101, -3.768163, 4.874364], [-1.538564, 5.438289, -2.757141], [0.881847, 1.881446, -3.541069], [4.371818, -5.120730, 4.124190], [1.771538, -3.287217, -1.752445], [4.381485, -5.768662, 1.614045], [-1.230287, -1.960252, -2.621559], [-1.533431, 6.922076, -3.626574], [-1.432824, -4.266895, 2.559793], [-3.147739, -2.332819, 4.695631], [1.339952, 10.816815, -2.181470], [-0.322604, 6.275338, 2.326109], [-2.716672, 2.910362, 4.998317], [-2.606772, -2.912984, -0.267121], [1.965589, 10.692532, -0.596137], [5.011785, 0.745027, -1.716129], [-4.927579, 1.368728, -0.893776], [5.472449, -1.839455, -0.822924], [3.608395, 1.527972, -0.984809], [-0.790670, 1.618850, -3.317694], [1.258256, 5.481097, 1.840277], [-4.832166, -2.877932, -1.076765], [-2.364500, 0.532747, 5.509301], [4.412090, -3.184217, -1.126009], [-3.169601, -6.205960, 3.055768], [-0.285464, -6.502790, -3.712781], [4.380883, -2.445347, 0.412882], [-1.789144, -0.595251, -3.503319], [2.591053, -0.780357, -6.777790], [4.795742, 0.703075, 0.004645], [-1.192902, 2.345784, 1.035785], [-2.700393, 1.470611, 0.116513], [2.059305, 8.472378, 0.681957], [-0.559109, -1.734115, -4.207967], [1.753244, -5.104635, -3.484691], [-6.185711, -0.670061, -1.182250], [-1.710902, -5.130805, 0.105637], [1.285552, 7.184953, 2.444633], [4.712935, -1.595823, -5.848934], [2.721955, 9.830854, -1.939803], [4.968990, -2.100196, -3.372749], [0.658362, -0.408553, -5.261181], [-3.835473, -3.579810, 2.047613]], "atomic_forces_ev_per_a": [[1.50, 1.31, 0.64], [4.75, -0.23, -1.89], [-5.05, 0.66, 2.33], [0.42, 0.25, 0.27], [-0.50, 0.30, -0.11], [-0.18, -0.45, 0.70], [-2.24, 0.44, -0.82], [-0.08, 1.03, -0.05], [2.05, -1.65, -2.46], [0.86, -1.70, 0.08], [-1.96, -0.73, 0.97], [0.64, 1.07, 0.35], [-0.02, -0.51, -0.65], [1.24, -0.52, 1.66], [-0.38, 0.73, 0.35], [0.90, 0.39, -0.72], [0.51, -1.02, 0.33], [-0.27, 1.14, -0.54], [0.55, 2.45, -1.32], [1.79, -0.75, -1.24], [-1.67, -0.32, -0.93], [1.59, -0.69, 1.52], [-0.23, 0.31, 1.66], [-0.07, 0.13, -0.14], [-0.18, -0.09, 1.40], [-0.01, -0.33, -0.21], [-0.95, 0.18, -1.55], [-0.41, -0.40, -2.29], [-0.19, 0.52, -0.26], [0.23, -0.27, 0.74], [1.31, -0.21, 0.01], [0.33, -0.18, 0.21], [0.70, -0.36, 1.66], [0.64, -1.14, 0.91], [0.21, -1.41, 1.68], [1.05, -0.12, -0.47], [-1.08, 0.21, 0.08], [-0.12, 0.62, -1.00], [-0.79, 0.22, -1.22], [-1.12, 0.89, -0.64], [-1.63, -0.73, 1.88], [-0.73, 0.27, -0.10], [-0.07, 1.39, 0.85], [0.15, -0.17, 0.33], [1.92, 0.16, 0.51], [-1.41, 0.91, -0.39], [-1.17, -0.16, 0.02], [0.70, 0.94, -0.26], [0.04, -0.43, 0.37], [-1.47, -0.60, -0.93], [-0.55, -0.96, -0.91], [-0.20, 1.47, 0.16], [-0.32, 0.19, -0.42], [0.65, -0.65, 0.56], [-0.29, -0.89, -0.52], [-1.02, -1.15, 0.46], [0.13, 0.78, -0.18], [0.13, 1.06, -0.21], [-0.17, 1.24, -0.78], [-0.71, -1.94, 0.40], [1.19, 0.15, 0.60], [-0.07, -0.15, -0.46], [-0.30, 0.88, -0.07], [0.01, 0.09, 0.38], [-0.05, 0.90, 0.69], [0.20, -0.16, -0.33], [-0.25, -0.87, -1.13], [0.12, -0.58, 0.36], [0.26, -0.51, -0.12], [0.61, -0.20, -0.11], [-0.29, -0.52, -0.67], [-0.36, -0.11, -0.26], [0.64, -0.12, -0.58], [0.51, 0.22, 0.38], [0.37, 0.37, 0.65], [0.03, -0.56, 0.23], [-0.17, -0.01, 0.64], [-1.01, 0.14, -1.40], [0.29, -0.05, 0.14], [-0.56, -0.34, 0.26], [-0.16, -0.50, 0.64], [-0.04, 0.36, -0.63], [-0.29, 1.55, -0.04], [0.36, 0.19, 0.15], [-0.30, -0.87, 0.24], [1.80, 0.29, -0.88], [0.15, -0.24, -0.20], [0.32, 0.28, 0.09], [0.16, -0.38, 0.19], [-0.03, -0.36, -0.26], [-0.27, 0.63, 0.00], [0.23, 0.21, 0.05], [0.41, -0.87, 0.01], [-0.76, 0.17, 0.21], [-0.26, 0.37, -0.09], [-0.43, -0.49, -0.04], [-0.31, -0.39, 1.06], [-0.44, 0.46, -0.21], [-0.28, -0.16, 0.22], [0.27, -0.06, 0.42], [-0.15, 0.32, 0.64], [0.15, 0.34, -0.05], [-0.04, -0.27, -0.25], [-0.07, -0.38, 0.54], [-0.04, -0.29, 0.10], [-0.01, -0.24, -0.19], [-0.10, 0.54, 0.18], [-0.22, 0.84, 0.92], [-0.47, 0.37, -0.04], [1.28, -0.34, 0.08], [0.31, 0.00, -0.28], [-0.37, -0.56, -0.24], [0.13, -0.33, 0.09], [0.86, -0.10, -0.09], [-1.25, 1.17, -0.81], [0.93, 0.37, 0.21], [-0.03, -0.69, -0.86]], "lowdin_charge": [0.266, 0.522, 0.569, 0.461, 0.809, 0.780, 0.815, 0.799, 0.927, -0.042, -0.003, -0.386, -0.249, -0.414, -0.039, -0.206, -0.087, -0.074, -0.746, -0.072, -0.127, -0.096, -0.346, -0.202, -0.368, -1.547, -0.070, -0.344, -0.072, -0.293, -0.201, -0.063, -0.239, -0.295, -0.074, -0.203, -0.036, -0.413, -0.388, -0.262, -0.116, -0.495, -0.135, -0.030, -0.053, -0.068, -0.015, -0.081, -0.059, -0.062, -0.079, -0.110, -0.087, -0.078, -0.127, -0.354, -0.088, -0.075, -0.077, -0.031, -0.081, 0.103, 0.092, 0.062, 0.116, 0.085, 0.088, 0.013, 0.089, 0.095, 0.037, 0.106, 0.110, 0.052, 0.102, 0.067, 0.049, 0.130, 0.051, 0.106, -0.012, 0.057, 0.129, 0.051, 0.081, 0.111, 0.110, 0.073, 0.071, 0.049, 0.099, 0.041, 0.043, 0.026, 0.037, 0.095, 0.088, 0.049, 0.025, 0.106, 0.017, 0.040, 0.106, 0.010, 0.084, 0.095, 0.107, 0.053, 0.112, 0.120, 0.103, 0.070, 0.104, 0.063, 0.132, 0.120, 0.092], "orbital_gap_ev": [5.352, 5.046], "spin_multiplicity": 6, "molar_mass_g_mol": 1044.2, "e_above_lowest_kcal_mol": 18.34}



# 2
{"formula": "C36H27Cl2FNO2PTi", "method": "the ωB97M-V functional and the def2-TZVPD basis", "symbols": ["Ti", "Cl", "Cl", "P", "F", "O", "O", "N", "C", "C", "C", "C", "C", "C", "C", "C", "C", "C", "C", "C", "C", "C", "C", "C", "C", "C", "C", "C", "C", "C", "C", "C", "C", "C", "C", "C", "C", "C", "C", "C", "C", "C", "C", "C", "H", "H", "H", "H", "H", "H", "H", "H", "H", "H", "H", "H", "H", "H", "H", "H", "H", "H", "H", "H", "H", "H", "H", "H", "H", "H", "H"], "positions_angstrom": [[-0.046772, 0.700372, 0.227724], [6.502098, -2.066797, 0.087762], [1.222677, -6.051444, -3.755416], [-0.956825, 0.470354, 2.812620], [-0.930351, 2.212467, 0.372530], [-1.252216, -1.133929, 0.080796], [0.866508, -0.990868, 0.603331], [-0.556264, -0.185560, -9.787156], [-0.195353, 4.698684, 4.514750], [1.560595, -3.010101, -1.204943], [0.820869, 3.751966, 4.473591], [3.020972, 0.832638, 0.400821], [-4.914384, 0.524219, 1.810808], [-2.760770, 0.229403, 2.869624], [-1.020370, -0.801473, -6.367883], [-0.312657, -0.611412, 4.128470], [0.558820, 2.478085, 3.991437], [-1.467169, 4.362049, 4.074879], [-5.537065, -0.081979, 2.894095], [-0.466825, -0.067865, -8.646967], [3.559270, 0.224927, 1.531943], [0.515389, 1.260109, -5.309171], [0.417299, 1.111987, -6.680092], [4.668633, -0.348715, -0.933810], [-0.156044, 0.380147, -4.454063], [-1.728881, 3.085365, 3.592173], [-0.092525, -1.616399, -0.002370], [4.625771, -0.658754, 1.449313], [-3.395182, -0.378354, 3.948601], [0.233553, -2.758214, -0.878099], [0.017602, 0.643900, -1.823857], [-0.486912, -4.545588, -2.309970], [0.841652, -4.781920, -2.634945], [-0.789447, -3.520852, -1.430137], [-0.920104, -0.651936, -4.997435], [1.869884, -4.026174, -2.093611], [3.601823, 0.532198, -0.828763], [-0.354297, 0.080889, -7.211887], [-4.774663, -0.535174, 3.960331], [1.807751, 1.701269, 0.475259], [-0.053395, 0.532252, -3.030679], [-0.720639, 2.129317, 3.552574], [-3.534317, 0.671331, 1.794905], [5.172004, -0.945242, 0.209509], [2.895038, -4.231776, -2.370296], [1.110045, 2.057967, -4.884315], [1.704317, 2.200547, 1.445717], [5.109609, -0.572994, -1.896728], [0.935122, 1.790217, -7.345068], [-0.633236, -0.245572, 5.101456], [-2.725654, 2.837612, 3.249400], [5.030904, -1.127839, 2.336842], [3.190576, 0.979607, -1.727454], [-2.263272, 5.096290, 4.104484], [-1.431922, -1.337235, -4.334557], [-3.063954, 1.139494, 0.940172], [-0.669609, -1.629530, 3.970949], [0.007867, 5.696989, 4.882446], [1.817684, 4.006775, 4.812475], [-5.252864, -1.012439, 4.806134], [1.801036, 2.457981, -0.306496], [-5.501326, 0.876677, 0.972024], [2.343186, -2.394871, -0.775171], [0.775290, -0.629939, 4.090443], [3.126425, 0.439352, 2.504751], [-6.613361, -0.204636, 2.904959], [-1.265132, -5.155049, -2.748742], [-1.816725, -3.296379, -1.171750], [-2.821363, -0.734640, 4.794064], [1.363561, 1.750574, 3.958056], [-1.612015, -1.602375, -6.790382]], "atomic_forces_ev_per_a": [[0.12, 0.95, -0.02], [-0.05, 0.04, 0.00], [-0.01, 0.03, 0.03], [-0.21, 0.59, 0.09], [-0.63, 0.64, 0.25], [0.38, 0.14, -0.10], [0.13, -0.93, -0.23], [0.00, 0.01, 0.09], [0.01, -0.02, -0.02], [0.10, -0.03, 0.01], [-0.05, -0.02, -0.01], [-0.29, 0.16, -0.01], [0.04, -0.02, 0.04], [-0.02, -0.03, -0.06], [-0.05, -0.08, 0.02], [0.06, -0.17, -0.13], [-0.01, 0.01, 0.04], [0.01, -0.02, 0.00], [0.02, 0.02, -0.03], [0.03, 0.01, 0.22], [0.03, -0.02, 0.14], [-0.04, -0.03, -0.01], [0.03, 0.04, 0.02], [-0.02, 0.05, -0.06], [0.14, 0.13, 0.10], [-0.04, 0.04, 0.04], [0.23, -0.43, 0.15], [-0.02, 0.01, 0.03], [-0.06, -0.01, 0.07], [-0.08, -0.05, 0.14], [0.03, -0.08, -0.19], [-0.05, 0.01, 0.01], [-0.01, -0.03, -0.03], [-0.02, -0.01, -0.04], [-0.05, -0.10, -0.02], [0.04, 0.02, 0.02], [0.04, -0.05, -0.17], [0.00, 0.03, -0.30], [0.02, -0.01, 0.00], [0.21, -0.68, 0.20], [-0.01, -0.06, -0.21], [0.11, -0.04, -0.03], [-0.04, -0.02, -0.01], [-0.01, 0.00, 0.04], [-0.02, 0.01, 0.01], [-0.02, -0.02, -0.02], [-0.02, -0.01, -0.01], [-0.02, 0.01, 0.02], [-0.01, 0.00, 0.02], [0.01, -0.05, 0.06], [0.02, 0.01, 0.00], [-0.02, 0.02, -0.02], [0.03, -0.02, 0.02], [0.03, -0.03, -0.01], [0.01, 0.02, 0.00], [0.04, 0.02, -0.01], [0.02, 0.00, 0.00], [-0.02, -0.04, 0.00], [-0.03, -0.02, -0.02], [0.01, 0.01, -0.01], [-0.12, 0.10, -0.08], [0.02, -0.01, 0.01], [-0.05, -0.03, -0.02], [0.01, 0.03, -0.01], [0.03, -0.02, -0.03], [0.04, 0.01, 0.00], [0.02, 0.01, 0.01], [0.03, -0.01, -0.01], [-0.01, 0.00, 0.00], [-0.01, 0.02, 0.00], [0.00, 0.01, 0.01]], "lowdin_charge": [0.986, 0.641, 0.678, 1.018, -0.358, -0.042, -0.132, 0.153, -0.082, 0.017, -0.077, -0.307, -0.068, -0.366, -0.022, -0.235, -0.114, -0.072, -0.079, -0.180, -0.051, -0.015, -0.022, -0.111, -0.237, -0.075, -0.585, -0.104, -0.082, -0.134, -0.033, -0.092, -0.656, 0.000, -0.015, -0.080, -0.046, -0.231, -0.077, -0.170, -0.070, -0.357, -0.100, -0.681, 0.111, 0.120, 0.057, 0.105, 0.121, 0.053, 0.102, 0.104, 0.114, 0.106, 0.118, 0.094, 0.056, 0.104, 0.106, 0.105, 0.073, 0.108, 0.120, 0.040, 0.104, 0.105, 0.107, 0.126, 0.094, 0.092, 0.121], "orbital_gap_ev": 7.581, "molar_mass_g_mol": 674.4, "e_above_lowest_kcal_mol": 6.88}



# 3
{"formula": "C3H4N4", "method": "the ωB97M-V functional and the def2-TZVPD basis", "symbols": ["N", "N", "N", "N", "C", "C", "C", "H", "H", "H", "H"], "positions_angstrom": [[-0.994732, 0.843729, 1.023242], [-0.909563, -0.541225, -1.011728], [1.161479, -0.185100, 0.736940], [1.377603, -0.436201, -0.613378], [-1.502594, -0.063340, -0.067546], [0.242942, 0.705245, 1.235453], [0.362079, -0.312517, -1.450508], [0.523641, 1.320578, 2.083284], [0.614380, -0.573785, -2.577032], [2.165489, 0.308598, 1.057572], [-2.361574, -0.800147, 0.186235]], "atomic_forces_ev_per_a": [[-1.96, -0.89, -3.04], [0.68, -0.42, -3.80], [4.58, 2.18, 1.44], [-1.37, 1.17, -2.96], [-1.73, -0.96, 5.29], [-1.23, 0.30, 0.97], [3.40, -2.04, 0.14], [0.97, -0.17, 0.10], [-0.62, 0.91, 2.51], [-3.26, -2.37, -0.90], [0.54, 2.30, 0.25]], "nbo_charge": [-0.511, -0.486, -0.468, -0.260, 0.301, 0.276, 0.174, 0.187, 0.212, 0.387, 0.189], "orbital_gap_ev": 8.849, "smiles": "C1=NC=NNC=N1", "molar_mass_g_mol": 96.1, "e_above_lowest_kcal_mol": 105.62}